{
  "formula": "C40H83N8O5",
  "method": "ωB97M-V/def2-TZVPD",
  "symbols": ["C", "C", "C", "C", "C", "C", "C", "C", "C", "C", "C", "N", "C", "N", "C", "O", "C", "C", "C", "C", "C", "C", "C", "C", "C", "C", "N", "N", "C", "H", "H", "H", "H", "H", "H", "H", "H", "H", "H", "H", "H", "H", "H", "H", "H", "H", "H", "H", "H", "H", "H", "H", "H", "H", "H", "H", "H", "H", "H", "H", "H", "H", "H", "H", "H", "H", "H", "H", "C", "C", "C", "O", "C", "N", "H", "H", "H", "H", "H", "H", "H", "H", "H", "H", "H", "C", "C", "C", "O", "C", "N", "H", "H", "H", "H", "H", "H", "H", "H", "H", "H", "H", "C", "C", "C", "O", "C", "N", "H", "H", "H", "H", "H", "H", "H", "H", "H", "H", "H", "C", "C", "C", "O", "C", "N", "H", "H", "H", "H", "H", "H", "H", "H", "H", "H", "H"],
  "positions_angstrom": [[0.9898, 2.4503, 1.4104], [-0.1689, 3.2503, 0.8355], [-1.1412, 3.7949, 1.8497], [-0.2967, 3.4063, -0.5010], [-0.1019, 2.2639, -1.4570], [-1.4292, 1.9166, -2.1655], [-2.0083, 0.5749, -1.7278], [-3.1041, 0.1425, -2.7254], [-2.5192, 0.7141, -0.2864], [-3.5439, -0.3282, 0.1513], [-3.0102, -1.6983, 0.2725], [-1.8871, -2.0657, 0.8819], [-1.7817, -3.3779, 0.7594], [-0.8341, -4.1766, 1.2311], [0.2756, -3.6415, 2.0029], [1.3688, -3.3975, 1.1673], [2.0145, -2.1824, 1.3124], [2.2454, -1.5851, 2.5477], [2.9038, -0.3579, 2.6614], [3.0752, 0.2420, 4.0295], [3.3695, 0.2514, 1.5004], [3.1473, -0.3515, 0.2625], [2.4752, -1.5673, 0.1412], [2.2473, -2.1692, -1.2302], [3.5436, -2.3105, -2.0542], [1.2680, -1.2238, -1.9942], [-2.8443, -3.8448, 0.0583], [-3.6206, -2.7792, -0.2279], [-4.8858, -2.9165, -0.9541], [1.1920, 2.7738, 2.4281], [1.8873, 2.6041, 0.8214], [0.7453, 1.3831, 1.4093], [-0.7590, 4.6691, 2.3823], [-2.1030, 3.9872, 1.3875], [-1.2888, 3.0147, 2.5984], [-0.4856, 4.3979, -0.9044], [0.6136, 2.5620, -2.2343], [0.3363, 1.3914, -0.9770], [-1.3113, 1.9443, -3.2469], [-2.1392, 2.7039, -1.9019], [-1.2435, -0.2027, -1.7321], [-4.0489, 0.6130, -2.4521], [-3.2318, -0.9394, -2.6572], [-2.8013, 0.4069, -3.7317], [-3.0197, 1.6797, -0.2087], [-1.6776, 0.7561, 0.4036], [-4.3911, -0.3370, -0.5249], [-3.9457, -0.0171, 1.1171], [-0.8856, -5.1726, 1.0774], [0.5437, -4.4233, 2.7119], [-0.0874, -2.7642, 2.5310], [1.8742, -2.0823, 3.4360], [3.6186, 1.1804, 4.0047], [3.5161, -0.4827, 4.7086], [2.0870, 0.4663, 4.4344], [3.9077, 1.1866, 1.5528], [3.5005, 0.1403, -0.6332], [1.7632, -3.1364, -1.1554], [3.3497, -1.9850, -3.0752], [3.8766, -3.3419, -2.1400], [4.3618, -1.7011, -1.6818], [0.6960, -0.6729, -1.2506], [0.6028, -1.7714, -2.6558], [1.8515, -0.4806, -2.5335], [-2.9896, -4.8124, -0.1842], [-5.5080, -2.0781, -0.6803], [-5.3604, -3.8342, -0.6255], [-4.6891, -2.9308, -2.0212], [-0.7814, 2.6580, 9.3137], [-0.7474, 2.7290, 7.7901], [0.0996, 1.6290, 7.1339], [1.4980, 1.8182, 7.2186], [2.0826, 1.4430, 8.4534], [-0.3151, 4.0709, 7.3889], [0.1316, 3.0471, 9.7625], [-1.6060, 3.2585, 9.6959], [-0.9250, 1.6323, 9.6595], [-1.7732, 2.5895, 7.4350], [-0.1254, 1.6256, 6.0628], [-0.1728, 0.6366, 7.5200], [1.5814, 0.5742, 8.8894], [2.0721, 2.2713, 9.1646], [3.1239, 1.1865, 8.2604], [-0.4022, 4.1638, 6.3807], [0.6857, 4.1349, 7.5566], [1.7323, 1.5692, -5.2045], [1.1960, 0.5385, -6.1906], [1.6870, 0.7387, -7.6306], [1.0658, 1.8006, -8.3243], [1.5726, 3.0933, -8.0425], [-0.2711, 0.5253, -6.1077], [1.2141, 2.5253, -5.2844], [1.5886, 1.2122, -4.1830], [2.7997, 1.7451, -5.3516], [1.5577, -0.4420, -5.8657], [1.4405, -0.1613, -8.1998], [2.7792, 0.8470, -7.6644], [2.6507, 3.0718, -7.8583], [1.0607, 3.5441, -7.1885], [1.3800, 3.7197, -8.9121], [-0.6272, -0.2368, -6.6777], [-0.6075, 1.3616, -6.5792], [-3.4454, -8.1018, 1.1785], [-2.0288, -8.5673, 0.8550], [-1.5767, -9.8016, 1.6441], [-1.2375, -9.5453, 2.9901], [-2.3290, -9.4578, 3.8908], [-1.0985, -7.4428, 1.0440], [-3.4952, -7.5626, 2.1246], [-3.8043, -7.4238, 0.4007], [-4.1364, -8.9432, 1.2278], [-2.0128, -8.8415, -0.2031], [-0.6620, -10.1806, 1.1819], [-2.3208, -10.6048, 1.5805], [-3.1329, -10.1462, 3.6170], [-2.7180, -8.4379, 3.9467], [-1.9617, -9.7272, 4.8795], [-0.1746, -7.7179, 0.7202], [-0.9800, -7.3288, 2.0500], [1.9193, 6.6800, -2.0035], [1.4060, 5.6124, -2.9645], [1.9507, 5.7424, -4.3936], [1.3695, 6.7748, -5.1619], [1.8823, 8.0737, -4.9227], [-0.0614, 5.6162, -2.9333], [1.4153, 7.6353, -2.1448], [1.7386, 6.3718, -0.9732], [2.9929, 6.8364, -2.1230], [1.7460, 4.6428, -2.5841], [1.7142, 4.8179, -4.9293], [3.0449, 5.8378, -4.3918], [2.9519, 8.0485, -4.6961], [1.3447, 8.5694, -4.1115], [1.7313, 8.6593, -5.8285], [-0.4037, 4.8317, -3.4835], [-0.3775, 6.4321, -3.4520]],
  "forces_ev_per_angstrom": [[-1.089, -0.672, -0.403], [0.437, -0.023, -0.117], [0.699, 0.607, -0.147], [0.171, -0.187, 0.973], [1.303, 0.904, -0.839], [0.361, 0.024, 0.434], [-0.485, -0.010, -0.260], [0.324, -0.073, 0.962], [-0.074, 0.146, -0.348], [-0.059, 0.218, 0.281], [0.129, -0.922, 0.004], [0.630, 0.980, 0.446], [-0.681, -0.424, -0.588], [0.384, 0.409, 0.372], [-0.202, -0.650, 0.021], [-0.085, 0.327, 0.114], [0.446, 0.754, -0.339], [-0.337, -0.195, -0.227], [0.102, -0.227, -0.163], [-0.598, -0.049, -0.213], [-0.165, -0.480, -0.110], [-0.082, -0.169, 0.481], [0.252, -0.317, 0.082], [-0.147, 0.745, -0.557], [-0.235, -0.241, -0.306], [0.432, -0.123, 0.864], [1.172, -0.686, 0.618], [-1.040, 0.592, -0.530], [0.624, -0.104, 0.228], [-0.047, -0.060, 0.169], [0.052, -0.088, -0.084], [0.301, -0.148, 0.281], [-0.198, 0.121, 0.085], [-0.060, 0.330, 0.035], [-0.013, -0.077, 0.067], [-1.486, -0.288, -0.196], [0.069, -0.176, -0.088], [-0.069, -0.041, 0.186], [0.141, -0.132, -0.086], [-0.206, 0.007, -0.173], [0.183, 0.126, -0.159], [-0.127, 0.143, -0.355], [-0.179, -0.094, -0.208], [-0.135, -0.056, -0.183], [-0.069, 0.075, 0.076], [0.015, -0.104, 0.126], [-0.051, 0.047, -0.154], [0.058, -0.171, 0.187], [-0.142, -0.349, -0.204], [0.008, 0.034, 0.187], [0.218, 0.226, -0.041], [0.112, 0.038, 0.146], [0.279, -0.056, 0.072], [0.305, 0.127, 0.099], [-0.043, 0.087, 0.108], [0.000, 0.088, 0.045], [0.057, 0.034, -0.079], [0.052, -0.120, 0.259], [0.042, 0.004, -0.123], [0.145, -0.081, 0.256], [0.041, -0.005, 0.150], [-0.318, -0.097, -0.138], [0.016, 0.067, -0.248], [-0.133, 0.055, -0.259], [-0.526, 0.119, -0.268], [-0.173, 0.090, -0.071], [-0.133, -0.090, -0.044], [-0.144, -0.024, -0.128], [-0.136, -0.066, 0.064], [0.225, 0.114, 0.183], [-0.140, -0.055, -0.185], [-0.039, -0.098, 0.053], [0.168, 0.118, -0.090], [0.031, -0.158, -0.205], [0.041, -0.011, -0.047], [0.021, 0.043, -0.024], [0.019, 0.002, 0.003], [0.023, -0.040, -0.073], [0.051, 0.036, -0.014], [-0.003, 0.036, 0.102], [-0.042, 0.023, 0.021], [-0.065, -0.075, 0.095], [-0.018, -0.022, -0.055], [-0.103, 0.069, 0.021], [-0.022, 0.070, 0.105], [0.106, -0.049, 0.200], [-0.130, 0.267, 0.011], [0.035, -0.179, -0.088], [0.057, 0.026, 0.070], [-0.145, 0.024, -0.087], [0.028, -0.106, -0.079], [-0.024, -0.018, -0.080], [-0.048, 0.026, -0.013], [-0.004, 0.016, -0.016], [0.002, -0.037, -0.071], [-0.043, 0.028, -0.028], [0.002, 0.061, 0.087], [0.003, -0.014, 0.048], [0.108, 0.038, 0.051], [0.003, -0.046, -0.029], [-0.007, -0.043, 0.068], [-0.006, 0.036, 0.059], [-0.027, 0.066, -0.061], [-0.215, 0.102, 0.108], [0.142, -0.144, -0.071], [-0.090, 0.081, -0.036], [0.130, 0.022, 0.101], [0.141, 0.319, 0.064], [0.038, -0.054, 0.042], [0.005, -0.013, -0.022], [-0.012, 0.010, 0.002], [0.091, -0.050, 0.007], [0.026, 0.013, 0.041], [-0.088, 0.075, -0.004], [-0.021, 0.023, -0.035], [-0.116, -0.039, -0.016], [0.040, -0.036, -0.028], [-0.026, 0.015, -0.083], [-0.006, -0.107, 0.024], [0.099, -0.053, 0.123], [-0.075, 0.294, 0.028], [0.045, -0.218, -0.052], [0.051, 0.016, 0.038], [-0.145, 0.037, -0.097], [0.045, -0.129, -0.261], [-0.011, -0.004, -0.067], [-0.047, -0.007, -0.013], [-0.004, 0.014, -0.009], [-0.002, -0.034, -0.074], [-0.033, 0.035, -0.020], [0.002, 0.060, 0.081], [0.000, -0.014, 0.048], [0.109, 0.026, 0.063], [0.004, -0.052, -0.031], [-0.027, -0.047, 0.084], [-0.004, 0.063, 0.097]],
  "charge": 1,
  "energy_ha": -2387.81674
}